# 1
This record from the OMol25 dataset describes a cluster of 7 separate species, C36H90F6N6O12P in total in a non-equilibrium geometry. The level of theory is ωB97M-V/def2-TZVPD.

electronic energy: -97893.036 eV
HOMO energy: -6.19 eV
maximum force: 3.27 eV/Å
total charge: -1
multiplicity: 1
LUMO: 2.240 eV

The geometry in XYZ format:
```
151
Properties=species:S:1:pos:R:3:lowdin_charge:R:1
P -2.351 -1.539 0.222 0.187
F -2.904 -1.408 -1.327 -0.203
F -3.885 -1.442 0.711 -0.169
F -2.459 -3.183 0.064 -0.197
F -1.940 -1.689 1.765 -0.145
F -0.835 -1.741 -0.358 -0.180
F -2.259 0.064 0.189 -0.151
C 1.831 -0.098 7.226 -0.116
O 1.020 -0.246 6.091 -0.195
C 0.082 -1.321 6.163 -0.212
C -0.457 -1.561 4.771 -0.218
N -1.026 -0.367 4.153 -0.007
C -2.410 -0.263 4.649 -0.198
C -3.045 1.014 4.114 -0.236
O -2.203 2.075 3.811 -0.177
C -2.789 3.345 3.789 -0.122
H 1.216 -0.026 8.132 0.085
H 2.310 0.878 7.155 0.067
H 2.548 -0.924 7.290 0.087
H -0.768 -1.143 6.831 0.112
H 0.637 -2.178 6.558 0.116
H -1.043 -2.488 4.810 0.096
H 0.398 -1.792 4.127 0.109
H -1.187 -0.459 3.157 0.077
H -2.476 -0.289 5.744 0.103
H -3.031 -1.144 4.433 0.117
H -3.912 1.333 4.714 0.114
H -3.608 0.719 3.211 0.120
H -3.700 3.247 3.182 0.079
H -2.216 4.173 3.376 0.083
H -3.114 3.671 4.784 0.082
C 8.833 -2.770 -6.979 -0.100
O 7.795 -1.798 -7.148 -0.203
C 6.785 -1.900 -6.154 -0.249
C 5.645 -0.906 -6.395 -0.227
N 4.923 -0.581 -5.173 -0.053
C 4.137 -1.759 -4.785 -0.202
C 3.343 -1.428 -3.510 -0.220
O 2.634 -2.631 -3.254 -0.205
C 1.765 -2.573 -2.135 -0.094
H 9.819 -2.315 -7.023 0.081
H 8.682 -3.374 -7.882 0.084
H 8.663 -3.467 -6.159 0.082
H 7.211 -1.854 -5.146 0.125
H 6.391 -2.923 -6.227 0.113
H 5.065 -1.262 -7.257 0.117
H 6.141 -0.032 -6.833 0.118
H 4.330 0.210 -5.396 0.105
H 4.777 -2.564 -4.427 0.118
H 3.405 -2.091 -5.525 0.126
H 2.714 -0.544 -3.653 0.105
H 4.042 -1.307 -2.677 0.126
H 2.151 -1.925 -1.347 0.087
H 1.531 -3.614 -1.910 0.077
H 0.775 -2.195 -2.417 0.078
C -5.262 5.753 -3.722 -0.099
O -4.948 5.013 -4.898 -0.180
C -5.841 3.919 -5.038 -0.220
C -5.408 2.696 -4.201 -0.189
N -6.560 1.763 -3.893 -0.059
C -6.077 0.730 -2.945 -0.182
C -5.685 1.326 -1.567 -0.214
O -6.718 2.245 -1.211 -0.196
C -6.184 3.242 -0.330 -0.086
H -4.454 6.425 -3.443 0.086
H -5.371 5.112 -2.839 0.058
H -6.239 6.216 -3.880 0.087
H -5.752 3.614 -6.082 0.118
H -6.888 4.200 -4.882 0.117
H -5.101 3.074 -3.226 0.086
H -4.763 2.109 -4.849 0.113
H -7.093 2.414 -3.320 0.079
H -5.241 0.188 -3.390 0.110
H -6.879 -0.007 -2.880 0.109
H -4.690 1.779 -1.608 0.100
H -5.506 0.496 -0.877 0.123
H -6.949 3.960 -0.045 0.087
H -5.541 3.776 -1.050 0.060
H -5.511 2.965 0.482 0.087
C 2.853 -7.719 0.130 -0.089
O 1.873 -6.969 0.846 -0.222
C 1.900 -5.562 0.643 -0.243
C 0.682 -4.896 1.216 -0.193
N 0.642 -5.184 2.685 -0.039
C -0.745 -5.107 3.128 -0.216
C -1.018 -5.273 4.629 -0.229
O -1.287 -6.627 4.908 -0.176
C -0.271 -7.219 5.690 -0.127
H 2.396 -8.061 -0.800 0.085
H 3.068 -8.548 0.801 0.084
H 3.723 -7.088 -0.059 0.083
H 2.072 -5.342 -0.416 0.107
H 2.790 -5.215 1.189 0.126
H -0.160 -5.393 0.721 0.126
H 0.747 -3.823 1.044 0.117
H 0.965 -6.149 2.642 0.087
H -1.449 -5.729 2.556 0.124
H -1.100 -4.150 2.722 0.103
H -1.892 -4.644 4.824 0.112
H -0.212 -4.833 5.223 0.111
H 0.758 -7.059 5.350 0.084
H -0.406 -8.256 5.986 0.080
H -0.263 -6.645 6.631 0.080
C -2.141 0.992 -3.374 -0.074
O -1.087 1.792 -3.918 -0.190
C 0.168 1.311 -3.504 -0.253
C 1.293 2.184 -4.099 -0.196
N 1.015 3.625 -4.053 -0.058
C 0.838 4.058 -2.691 -0.227
C 0.622 5.564 -2.551 -0.201
O -0.743 5.989 -2.477 -0.192
C -1.389 5.619 -1.262 -0.103
H -2.192 0.053 -3.926 0.098
H -3.061 1.522 -3.620 0.053
H -2.142 0.904 -2.287 0.076
H 0.337 0.265 -3.783 0.114
H 0.179 1.378 -2.407 0.105
H 1.249 1.856 -5.141 0.114
H 2.225 1.996 -3.568 0.109
H 0.174 3.788 -4.593 0.113
H 1.595 3.720 -1.980 0.124
H -0.076 3.576 -2.309 0.092
H 1.016 6.009 -3.466 0.116
H 1.214 6.011 -1.747 0.113
H -2.397 6.019 -1.360 0.081
H -0.868 5.939 -0.358 0.087
H -1.506 4.532 -1.223 0.064
C 3.316 3.542 6.137 -0.142
O 2.893 2.724 5.084 -0.166
C 3.949 1.966 4.538 -0.230
C 3.478 1.379 3.201 -0.234
N 2.291 0.593 3.420 -0.030
C 1.766 0.156 2.105 -0.184
C 1.053 1.211 1.277 -0.214
O -0.058 1.907 1.843 -0.163
C -0.684 2.654 0.826 -0.134
H 2.544 4.288 6.348 0.086
H 4.141 4.222 5.886 0.081
H 3.520 2.995 7.062 0.079
H 4.223 1.064 5.102 0.118
H 4.842 2.586 4.406 0.114
H 4.339 0.907 2.696 0.115
H 3.229 2.189 2.509 0.115
H 2.502 -0.290 3.874 0.103
H 1.086 -0.666 2.345 0.096
H 2.543 -0.374 1.536 0.115
H 0.609 0.626 0.458 0.103
H 1.681 1.917 0.720 0.112
H -0.160 3.608 0.693 0.081
H -1.735 2.831 1.051 0.083
H -0.683 2.135 -0.139 0.062
```

# 2
This record from the OMol25 dataset describes a cluster of 11 separate species, C36H90N4O11 in total in a non-equilibrium geometry. The level of theory is ωB97M-V/def2-TZVPD.

electronic energy: -67268.769 eV
HOMO energy: -7.94 eV
maximum force: 2.75 eV/Å
structure (SMILES): CC1(C)CCCC(C)(C)N1O.CC1(C)CCCC(C)(C)N1O.CC1(C)CCCC(C)(C)N1O.CC1(C)CCCC(C)(C)N1O.O.O.O.O.O.O.O
multiplicity: 1
LUMO: -0.005 eV

The geometry in XYZ format:
```
141
Properties=species:S:1:pos:R:3:lowdin_charge:R:1
C 0.416 -6.017 0.104 -0.023
C -0.418 -5.545 1.294 -0.499
C -1.293 -6.678 1.784 -0.157
C -1.885 -6.490 3.161 -0.182
C -0.736 -6.235 4.131 -0.138
C 0.048 -4.954 3.767 -0.504
N 0.548 -5.174 2.371 -0.042
O 1.201 -3.969 1.919 -0.073
C -0.729 -3.700 4.051 -0.022
C 1.305 -4.998 4.691 -0.024
C -1.294 -4.359 0.806 -0.029
H 0.860 -6.992 0.322 0.083
H 1.312 -5.412 -0.064 0.078
H -0.197 -5.943 -0.792 0.086
H -2.062 -6.930 1.046 0.127
H -0.696 -7.600 1.787 0.117
H -2.520 -7.330 3.448 0.113
H -2.556 -5.622 3.184 0.101
H -0.092 -7.110 4.017 0.119
H -1.096 -6.126 5.156 0.125
H -0.732 -3.623 5.141 0.089
H -0.256 -2.787 3.699 0.073
H -1.748 -3.740 3.671 0.070
H 2.053 -4.288 4.335 0.070
H 0.982 -4.867 5.720 0.083
H 1.806 -5.966 4.610 0.082
H -0.604 -3.630 0.384 0.062
H -1.965 -3.997 1.586 0.074
H -2.005 -4.671 0.036 0.083
H 2.128 -4.173 2.110 0.039
C 1.492 4.107 5.298 -0.037
C 1.625 4.384 3.788 -0.500
C 2.365 3.236 3.135 -0.154
C 2.292 3.281 1.632 -0.150
C 0.824 3.168 1.239 -0.152
C -0.143 4.195 1.871 -0.493
N 0.214 4.352 3.284 -0.109
O -0.587 5.328 3.906 -0.011
C -0.088 5.485 1.021 -0.025
C -1.545 3.648 1.771 -0.039
C 2.322 5.734 3.587 -0.024
H 2.506 3.874 5.642 0.090
H 0.917 3.205 5.500 0.090
H 1.151 4.995 5.823 0.076
H 3.409 3.150 3.468 0.125
H 2.022 2.306 3.606 0.126
H 2.863 2.524 1.096 0.107
H 2.612 4.256 1.247 0.117
H 0.486 2.127 1.290 0.093
H 0.729 3.316 0.157 0.106
H 0.671 6.217 1.323 0.064
H 0.219 5.319 -0.016 0.075
H -1.001 6.080 0.973 0.074
H -1.670 2.859 2.518 0.093
H -2.284 4.424 1.991 0.080
H -1.877 3.283 0.797 0.070
H 3.399 5.531 3.604 0.088
H 2.076 6.465 4.355 0.079
H 2.212 6.234 2.624 0.062
H -0.883 4.927 4.731 0.099
C -1.340 -2.866 -2.090 -0.022
C -0.383 -1.656 -2.127 -0.501
C -0.831 -0.633 -1.092 -0.111
C 0.127 0.545 -0.980 -0.169
C 1.500 -0.003 -0.527 -0.112
C 2.023 -1.163 -1.462 -0.473
N 0.976 -2.058 -1.881 -0.090
O 1.405 -3.112 -2.717 0.001
C 2.782 -0.504 -2.653 -0.007
C 3.047 -1.887 -0.620 -0.030
C -0.546 -1.051 -3.538 -0.031
H -2.342 -2.503 -1.870 0.094
H -1.035 -3.686 -1.439 0.039
H -1.317 -3.350 -3.070 0.082
H -1.836 -0.272 -1.321 0.119
H -0.847 -1.036 -0.076 0.118
H -0.082 1.324 -0.229 0.074
H 0.213 1.277 -1.792 0.103
H 1.448 -0.448 0.468 0.043
H 2.231 0.804 -0.505 0.124
H 3.719 0.007 -2.453 0.093
H 2.839 -1.342 -3.343 0.039
H 2.164 0.261 -3.137 0.073
H 3.912 -1.271 -0.373 0.087
H 2.639 -2.305 0.307 0.070
H 3.478 -2.763 -1.117 0.080
H 0.057 -0.164 -3.730 0.072
H -1.584 -1.034 -3.884 0.088
H -0.206 -1.739 -4.330 0.075
H 1.491 -2.701 -3.595 0.052
C -6.577 3.286 -2.632 -0.034
C -5.391 4.180 -3.026 -0.520
C -4.937 4.881 -1.738 -0.135
C -3.503 5.383 -1.766 -0.176
C -2.523 4.312 -2.201 -0.134
C -2.907 3.654 -3.576 -0.499
N -4.326 3.306 -3.514 -0.094
O -4.738 2.680 -4.718 -0.019
C -2.554 4.675 -4.660 -0.030
C -2.082 2.372 -3.651 -0.042
C -5.850 5.266 -3.996 -0.030
H -6.272 2.677 -1.783 0.081
H -6.970 2.654 -3.430 0.078
H -7.441 3.903 -2.371 0.086
H -5.612 5.695 -1.478 0.123
H -5.013 4.157 -0.918 0.115
H -3.104 5.888 -0.883 0.106
H -3.489 6.231 -2.466 0.104
H -2.487 3.504 -1.462 0.099
H -1.463 4.550 -2.323 0.118
H -1.467 4.735 -4.787 0.083
H -2.837 4.380 -5.677 0.085
H -2.953 5.676 -4.519 0.064
H -1.010 2.558 -3.713 0.085
H -2.271 1.712 -2.800 0.074
H -2.371 1.726 -4.486 0.078
H -5.055 5.944 -4.308 0.068
H -6.652 5.861 -3.561 0.084
H -6.224 4.818 -4.921 0.085
H -4.643 1.736 -4.546 0.100
O 6.014 -4.023 -0.069 -0.043
H 5.609 -4.736 -0.580 0.072
H 6.923 -3.978 -0.386 0.080
O 2.631 -2.757 -5.691 -0.039
H 3.201 -2.247 -6.278 0.057
H 2.121 -3.325 -6.281 0.060
O 0.967 -0.745 2.065 -0.050
H 0.994 -1.707 2.156 0.019
H 0.575 -0.610 1.195 -0.010
O 4.769 -3.116 -3.743 -0.060
H 3.809 -3.046 -3.774 -0.019
H 5.070 -2.635 -4.518 0.028
O 5.934 -1.427 1.286 -0.085
H 5.170 -1.181 1.860 0.007
H 5.629 -2.208 0.811 -0.034
O 3.939 -1.485 3.227 -0.048
H 3.035 -1.305 2.926 0.027
H 3.973 -2.445 3.342 0.032
O 3.982 -4.159 1.840 -0.053
H 3.876 -5.113 1.730 0.069
H 4.696 -3.908 1.227 0.010
```

# 3
This record from the OMol25 dataset describes a cluster of 6 separate species, C36H90N6O12 in total in a non-equilibrium geometry. The level of theory is ωB97M-V/def2-TZVPD.

electronic energy: -72291.988 eV
HOMO energy: -8.19 eV
maximum force: 2.51 eV/Å
structure (SMILES): COCCNCCOC.COCCNCCOC.COCCNCCOC.COCCNCCOC.COCCNCCOC.COCCNCCOC
multiplicity: 1
LUMO: 0.547 eV

The geometry in XYZ format:
```
144
Properties=species:S:1:pos:R:3:lowdin_charge:R:1
C -44.781 -21.147 -22.196 -0.119
O -43.531 -21.225 -21.570 -0.175
C -43.539 -20.716 -20.266 -0.255
C -42.216 -20.899 -19.552 -0.226
N -41.128 -20.455 -20.398 -0.073
C -39.816 -20.952 -19.997 -0.203
C -38.849 -20.721 -21.131 -0.248
O -37.593 -21.332 -20.946 -0.177
C -36.607 -20.468 -20.449 -0.125
H -44.928 -22.021 -22.838 0.087
H -44.909 -20.249 -22.808 0.089
H -45.639 -21.206 -21.515 0.086
H -44.338 -21.107 -19.620 0.122
H -43.742 -19.632 -20.279 0.127
H -42.135 -21.918 -19.146 0.118
H -42.253 -20.230 -18.683 0.119
H -41.383 -20.565 -21.370 0.099
H -39.844 -22.036 -19.813 0.122
H -39.590 -20.443 -19.057 0.124
H -38.774 -19.658 -21.414 0.128
H -39.268 -21.080 -22.081 0.125
H -36.888 -19.682 -19.742 0.090
H -36.135 -19.940 -21.293 0.077
H -35.791 -21.046 -20.016 0.087
C -33.370 -20.357 -30.436 -0.123
O -32.460 -21.004 -29.587 -0.189
C -32.913 -21.001 -28.240 -0.217
C -31.983 -21.821 -27.398 -0.205
N -30.666 -21.254 -27.128 -0.055
C -29.700 -21.599 -28.149 -0.212
C -28.466 -20.703 -28.062 -0.256
O -27.830 -20.652 -29.300 -0.189
C -26.468 -20.298 -29.199 -0.110
H -32.882 -20.200 -31.399 0.090
H -33.619 -19.354 -30.061 0.089
H -34.301 -20.914 -30.587 0.080
H -33.941 -21.388 -28.257 0.125
H -32.994 -19.997 -27.799 0.111
H -31.820 -22.884 -27.578 0.130
H -32.488 -21.910 -26.420 0.101
H -30.543 -20.274 -26.918 0.094
H -29.993 -21.423 -29.195 0.116
H -29.347 -22.635 -28.126 0.122
H -27.775 -21.073 -27.289 0.121
H -28.717 -19.673 -27.757 0.126
H -26.108 -20.260 -30.222 0.088
H -25.925 -21.059 -28.623 0.086
H -26.335 -19.355 -28.655 0.086
C -20.654 -15.407 -21.424 -0.134
O -21.479 -15.417 -22.547 -0.188
C -22.218 -16.614 -22.692 -0.237
C -23.177 -16.458 -23.828 -0.225
N -24.245 -15.532 -23.505 -0.061
C -25.246 -15.360 -24.553 -0.212
C -26.135 -16.588 -24.661 -0.217
O -27.236 -16.338 -25.523 -0.193
C -28.292 -15.613 -24.963 -0.120
H -21.162 -15.525 -20.461 0.087
H -20.046 -14.503 -21.415 0.086
H -19.897 -16.210 -21.498 0.089
H -22.720 -16.886 -21.757 0.127
H -21.493 -17.410 -22.925 0.126
H -23.573 -17.458 -24.031 0.116
H -22.660 -16.162 -24.754 0.129
H -23.852 -14.633 -23.259 0.110
H -24.912 -15.007 -25.536 0.126
H -25.880 -14.577 -24.124 0.109
H -26.546 -16.828 -23.673 0.126
H -25.625 -17.467 -25.052 0.115
H -28.884 -16.234 -24.276 0.068
H -28.927 -15.294 -25.787 0.093
H -28.004 -14.722 -24.392 0.082
C -22.799 -17.952 -14.757 -0.166
O -24.105 -17.524 -14.864 -0.176
C -24.339 -16.833 -16.092 -0.215
C -25.701 -16.194 -16.074 -0.227
N -26.770 -17.160 -16.173 -0.058
C -28.098 -16.609 -16.011 -0.218
C -28.693 -16.045 -17.301 -0.203
O -29.361 -17.023 -18.087 -0.190
C -28.562 -18.069 -18.534 -0.148
H -21.966 -17.248 -14.914 0.088
H -22.512 -18.761 -15.458 0.089
H -22.607 -18.395 -13.777 0.087
H -24.192 -17.559 -16.895 0.130
H -23.643 -15.986 -16.147 0.124
H -25.715 -15.489 -16.913 0.119
H -25.784 -15.545 -15.186 0.126
H -26.612 -17.863 -15.461 0.116
H -28.119 -15.777 -15.279 0.115
H -28.817 -17.316 -15.591 0.126
H -27.873 -15.604 -17.885 0.117
H -29.465 -15.306 -17.103 0.121
H -28.428 -18.842 -17.770 0.084
H -27.543 -17.795 -18.839 0.087
H -28.975 -18.545 -19.426 0.075
C -30.863 -16.880 -21.434 -0.103
O -31.412 -18.068 -21.952 -0.186
C -30.811 -18.484 -23.138 -0.254
C -31.405 -19.806 -23.635 -0.175
N -32.239 -19.602 -24.792 -0.056
C -33.511 -18.985 -24.512 -0.221
C -34.595 -19.261 -25.517 -0.219
O -34.897 -20.623 -25.737 -0.191
C -35.452 -21.303 -24.652 -0.108
H -30.805 -16.093 -22.202 0.084
H -29.819 -17.053 -21.142 0.077
H -31.487 -16.556 -20.610 0.092
H -29.730 -18.690 -22.995 0.118
H -30.785 -17.705 -23.912 0.112
H -32.026 -20.175 -22.806 0.119
H -30.615 -20.490 -23.934 0.117
H -32.261 -20.185 -25.604 0.054
H -33.451 -17.906 -24.293 0.124
H -33.823 -19.309 -23.498 0.111
H -34.424 -18.747 -26.465 0.119
H -35.524 -18.783 -25.161 0.124
H -34.730 -21.883 -24.068 0.096
H -36.137 -22.066 -25.039 0.072
H -36.075 -20.668 -24.013 0.086
C -34.127 -23.698 -31.484 -0.124
O -35.477 -23.295 -31.488 -0.181
C -36.370 -24.379 -31.362 -0.246
C -36.264 -25.189 -30.094 -0.222
N -37.327 -26.184 -30.084 -0.067
C -37.337 -27.055 -28.900 -0.202
C -37.520 -26.313 -27.601 -0.246
O -36.273 -25.807 -27.202 -0.185
C -36.341 -24.914 -26.143 -0.140
H -33.692 -23.863 -30.494 0.087
H -33.546 -22.906 -31.961 0.082
H -33.973 -24.610 -32.076 0.092
H -36.419 -24.951 -32.303 0.125
H -37.376 -23.939 -31.366 0.126
H -36.361 -24.501 -29.256 0.123
H -35.273 -25.663 -30.013 0.121
H -37.270 -26.765 -30.910 0.107
H -36.420 -27.658 -28.828 0.122
H -38.189 -27.715 -29.079 0.117
H -37.998 -26.984 -26.867 0.124
H -38.291 -25.530 -27.677 0.128
H -35.409 -24.344 -26.059 0.082
H -36.523 -25.321 -25.142 0.093
H -37.050 -24.087 -26.310 0.086
```

We obtain energy relative to the best compared isomer or geometry (same formula, charge and spin) values of 22.8, 49.6, 294.3 kcal per mole for the records listed above, in that order.